{
  "formula": "CH2INO2",
  "method": "ωB97M-V with the def2-TZVPD basis set",
  "total_energy_ev": -14754.0383,
  "spin_multiplicity": 1,
  "lumo_energy_ev": -0.29,
  "gap_ev": 8.9,
  "e_above_lowest_kcal_mol": 16.04,
  "symbols": ["C", "N", "O", "O", "I", "H", "H"],
  "positions_angstrom": [[-0.0476, 0.4024, 0.0058], [1.2115, -0.0717, 0.0721], [-0.5388, 1.4971, 0.0033], [-1.0798, -0.8019, -0.2160], [-2.9360, -0.2755, 0.0042], [2.1254, 0.3096, -0.2636], [1.2653, -1.0601, 0.3942]],
  "mulliken_charge": [0.697, -0.369, -0.479, -0.595, 0.241, 0.252, 0.253]
}